{"formula": "C4H7NS3", "method": "ωB97M-V with the def2-TZVPD basis set", "e_above_lowest_ev": 2.265, "energy_ev": -38254.8614, "e_lumo_ev": -0.6148, "smiles": "CC(=S)N(S)C(C)=S", "total_charge": 0, "species": ["C", "C", "C", "C", "N", "S", "S", "S", "H", "H", "H", "H", "H", "H", "H"], "positions_angstrom": [[1.3624, 0.6627, 0.0890], [-1.1357, -0.1640, 0.2599], [0.8755, 2.0453, -0.2750], [-1.6696, -1.4463, -0.1931], [0.4656, -0.3011, 0.2581], [2.9118, 0.2758, 0.3666], [-1.8238, 1.1345, 0.7640], [0.9093, -1.8613, 0.9715], [0.3045, 2.4653, 0.4986], [0.2777, 2.2135, -1.1286], [1.8207, 2.7318, -0.3181], [-1.6015, -1.5243, -1.3182], [-1.0829, -2.2207, 0.2044], [-2.7593, -1.5893, 0.0375], [1.1455, -2.4218, -0.2167]]}

{"formula": "C42H38N6NaO6PS2", "method": "ωB97M-V with the def2-TZVPD basis set", "e_above_lowest_ev": 0.000, "energy_ev": -100775.7614, "e_lumo_ev": 3.4014, "total_charge": -2, "species": ["Na", "C", "C", "C", "C", "C", "C", "P", "C", "C", "C", "C", "C", "C", "C", "C", "C", "C", "C", "C", "H", "H", "H", "H", "H", "H", "H", "H", "H", "H", "H", "H", "H", "H", "O", "C", "C", "O", "C", "C", "O", "C", "O", "O", "C", "N", "C", "C", "O", "N", "C", "C", "H", "H", "H", "H", "H", "H", "H", "H", "H", "H", "H", "H", "S", "C", "C", "C", "N", "C", "C", "C", "C", "C", "N", "C", "C", "H", "H", "H", "H", "H", "H", "H", "H", "S", "C", "N", "C", "C", "C", "N", "H", "H", "H", "H"], "positions_angstrom": [[-0.4172, -2.0721, -1.3340], [-1.4577, 7.0297, 0.5479], [-0.4349, 6.2817, 1.1102], [-0.1066, 5.0337, 0.5901], [-0.7856, 4.5105, -0.5088], [-1.8054, 5.2847, -1.0706], [-2.1473, 6.5210, -0.5473], [-0.4614, 2.8950, -1.3970], [0.9410, 2.2826, -0.3674], [0.8559, 1.1531, 0.4405], [1.9469, 0.7148, 1.1791], [3.1507, 1.4029, 1.1185], [3.2645, 2.5102, 0.2859], [2.1707, 2.9371, -0.4575], [-1.8748, 1.9582, -0.6290], [-2.2444, 2.2229, 0.6870], [-3.2306, 1.4896, 1.3358], [-3.8651, 0.4664, 0.6535], [-3.5175, 0.1948, -0.6635], [-2.5328, 0.9283, -1.3177], [-1.7168, 7.9993, 0.9565], [0.1083, 6.6635, 1.9676], [0.6831, 4.4582, 1.0572], [-2.3398, 4.8946, -1.9317], [-2.9502, 7.0934, -0.9976], [-0.0660, 0.5930, 0.4993], [1.8348, -0.1703, 1.7933], [3.9964, 1.0674, 1.7082], [4.2049, 3.0482, 0.2138], [2.2697, 3.7995, -1.1094], [-1.7392, 3.0115, 1.2328], [-3.4812, 1.7099, 2.3673], [-4.6355, -0.1237, 1.1369], [-4.0105, -0.6120, -1.1895], [-2.8663, -7.7337, -1.8686], [-2.3928, -6.6177, -1.7479], [-1.0427, -6.2814, -1.1776], [-0.2212, -7.0852, -0.7538], [-0.9140, -4.8165, -1.2175], [-2.1170, -4.2515, -1.7821], [-2.3369, -3.0087, -1.9293], [-3.0549, -5.3235, -2.1247], [-4.1736, -5.2004, -2.6129], [0.0796, -4.1493, -0.8057], [-1.8311, -1.1608, 4.9443], [-1.7102, -0.4899, 3.6633], [-0.7872, 0.6296, 3.6920], [-1.6171, -1.2880, 2.5125], [-0.7088, -1.1373, 1.7074], [-2.5920, -2.2313, 2.3712], [-3.9079, -2.1004, 2.9545], [-2.4787, -3.1601, 1.2542], [-0.8411, -1.3750, 5.3698], [-2.3614, -2.1027, 4.8386], [-2.3758, -0.5313, 5.6532], [-1.1474, 1.3610, 4.4194], [-0.7393, 1.0952, 2.7123], [0.2273, 0.3198, 3.9733], [-4.0080, -1.1393, 3.4546], [-4.1179, -2.9024, 3.6712], [-4.6576, -2.1610, 2.1616], [-1.4645, -3.0998, 0.8783], [-3.1586, -2.8830, 0.4456], [-2.6943, -4.1778, 1.5835], [6.6135, -1.7511, -1.8192], [4.8477, -1.7144, -1.5976], [4.2043, -2.7705, -0.9699], [2.8157, -2.7608, -0.9177], [2.0843, -1.7687, -1.4233], [2.7098, -0.7405, -1.9907], [4.0906, -0.6775, -2.1226], [7.2066, -0.7630, -0.4877], [8.5315, -0.9323, -0.0948], [9.0417, -0.1127, 0.8971], [8.3412, 0.8296, 1.5240], [7.0687, 0.9653, 1.1473], [6.4581, 0.2146, 0.1569], [4.7648, -3.5983, -0.5573], [2.2518, -3.5869, -0.4950], [2.0757, 0.0552, -2.3684], [4.5572, 0.1566, -2.6301], [9.1513, -1.6956, -0.5480], [10.0739, -0.2308, 1.2120], [6.4969, 1.7298, 1.6638], [5.4199, 0.3861, -0.0912], [-0.3994, 0.2417, -2.8459], [-2.1815, 0.6147, -2.7760], [-2.9210, -0.5762, -3.2335], [-4.0226, -0.5053, -3.9742], [-4.4740, 0.6804, -4.4698], [-3.5982, 1.7988, -4.2609], [-2.5338, 1.8096, -3.5484], [-2.5997, -1.4908, -2.9156], [-4.5027, -1.4573, -4.1744], [-5.3448, 0.7441, -5.1034], [-3.8224, 2.7304, -4.7864]]}

{"formula": "CH3Cl2OPS", "method": "ωB97M-V with the def2-TZVPD basis set", "e_above_lowest_ev": 1.354, "energy_ev": -48303.2989, "e_lumo_ev": -0.1224, "smiles": "COP(=S)(Cl)Cl", "total_charge": 0, "species": ["C", "O", "P", "S", "Cl", "Cl", "H", "H", "H"], "positions_angstrom": [[1.3846, -0.0117, 0.2301], [0.1004, 0.7309, 0.2075], [-1.2408, 0.0128, -0.1118], [-0.9748, -2.0893, -0.4829], [-2.3600, 0.7234, 1.3823], [-1.9888, 0.9937, -1.6878], [1.7310, 0.1598, -0.8579], [1.2336, -1.1271, 0.3916], [2.1146, 0.6074, 0.9288]]}

| no. | strongest force on any atom (eV/Å) |
| --- | --- |
| 1 | 5.09 |
| 2 | 0.69 |
| 3 | 4.04 |